[1]
A cluster of 2 separate species, C22H21NO3 in total, computed with ωB97M-V with the def2-TZVPD basis set.

Element x y z (Å)
C -5.975 3.472 0.263
O -6.087 2.067 0.217
C -4.866 1.408 0.224
C -4.847 0.003 0.273
C -3.670 -0.689 0.351
C -2.436 -0.014 0.368
C -1.213 -0.710 0.579
C 0.022 -0.092 0.485
C 1.203 -0.574 1.004
C 2.418 0.165 0.997
C 3.464 -0.195 1.863
C 4.615 0.539 1.912
C 4.804 1.662 1.088
O 6.012 2.340 1.175
C 6.134 3.418 0.278
C 3.758 2.021 0.223
C 2.599 1.298 0.180
C -2.457 1.391 0.259
C -3.633 2.078 0.197
H -6.975 3.906 0.272
H -5.453 3.771 1.176
H -5.447 3.829 -0.624
H -5.786 -0.521 0.253
H -3.668 -1.766 0.377
H -1.258 -1.730 0.923
H 0.061 0.870 0.010
H 1.193 -1.513 1.527
H 3.332 -1.051 2.502
H 5.409 0.262 2.580
H 7.123 3.860 0.408
H 6.037 3.062 -0.751
H 5.377 4.171 0.507
H 3.873 2.865 -0.431
H 1.832 1.569 -0.523
H -1.530 1.934 0.264
H -3.610 3.151 0.140
O 1.670 -2.467 -1.687
C 0.807 -3.343 -1.775
C 0.823 -4.521 -0.977
C -0.153 -5.452 -1.122
N -1.174 -5.359 -1.980
C -1.199 -4.259 -2.739
C -0.283 -3.260 -2.686
H 1.626 -4.652 -0.277
H -0.116 -6.350 -0.525
H -2.009 -4.194 -3.451
H -0.349 -2.401 -3.327

Forces on the atoms, in the same order (eV/Å):
-0.15 0.49 -0.03
1.44 -1.29 0.00
-0.42 0.10 0.02
-0.75 0.54 -0.07
0.48 0.21 0.00
-0.30 0.32 -0.20
0.75 0.28 0.15
-0.27 -0.23 -0.19
-0.21 -0.11 -0.43
0.15 0.31 -0.06
-0.35 0.09 -0.34
0.74 0.52 -0.02
0.45 0.05 0.20
-1.59 -1.27 0.18
0.21 0.42 -0.24
0.74 0.46 -0.04
-0.15 -0.67 0.35
0.17 -0.77 0.04
-0.78 0.47 -0.04
0.03 -0.29 -0.01
0.00 0.15 -0.11
-0.03 0.17 0.10
-0.24 -0.12 0.02
-0.09 -0.23 0.07
-0.01 -0.33 0.03
-0.05 0.23 -0.04
0.02 -0.40 0.12
0.08 -0.19 0.12
0.25 -0.08 0.19
-0.10 -0.18 0.11
-0.01 0.18 -0.01
0.04 0.10 -0.18
-0.06 0.11 -0.14
-0.06 0.14 -0.16
0.06 0.21 0.04
0.12 0.13 0.00
1.64 1.96 0.50
-0.81 -0.78 -0.04
0.16 0.28 0.09
-0.42 -0.36 -0.13
-0.42 -0.33 -0.11
-0.39 -0.63 0.06
0.21 0.43 0.15
0.30 -0.08 0.24
-0.09 -0.26 0.16
-0.28 -0.03 -0.14
-0.01 0.28 -0.25

Output
Orbital gap = 3.4 eV
HOMO = -6.06 eV
E = -1131.2579 Ha
Molar mass = 347.4 g mol⁻¹
Energy above the lowest of the compared OMol25 structures with the same formula, charge and spin = 137.3 kcal per mole
Maximum force = 2.600 eV/A

Here are the Mulliken charges for atoms 1 to 5, given in e:
1. C -0.80
2. O -0.44
3. C 0.90
4. C -0.54
5. C -0.62

=====

[2]
A cluster of 5 separate species, C28H41Cl8F2Si in total, computed with ωB97M-V with the def2-TZVPD basis set.

Element x y z (Å)
C 5.306 -0.614 1.915
C 5.143 -1.382 0.564
C 5.839 -2.673 0.463
C 5.728 -3.477 -0.769
C 4.941 -2.928 -1.882
C 4.245 -1.635 -1.767
C 4.325 -0.841 -0.552
C 3.594 0.521 -0.308
C 2.623 0.965 -1.474
C 1.281 0.186 -1.476
F 0.900 0.027 -2.866
F 1.361 -1.122 -0.946
C 0.062 0.907 -0.801
C 0.238 1.166 0.744
Si -0.368 -0.233 1.881
C -1.561 0.392 3.256
C 1.177 -1.005 2.729
C -1.263 -1.661 0.992
C -0.565 -2.929 0.678
C -1.216 -4.063 0.020
C -2.625 -4.022 -0.360
C -3.350 -2.777 -0.066
C -2.694 -1.630 0.584
H 5.455 0.478 1.686
H 6.230 -0.946 2.459
H 4.410 -0.683 2.585
H 6.428 -3.087 1.320
H 6.222 -4.478 -0.866
H 4.884 -3.523 -2.823
H 3.647 -1.266 -2.628
H 3.126 0.503 0.729
H 4.410 1.309 -0.260
H 2.363 2.048 -1.255
H -0.875 0.310 -0.969
H -0.014 1.921 -1.291
H -0.397 2.074 0.990
H 1.282 1.452 1.041
H -1.335 -0.165 4.202
H -2.634 0.238 2.988
H -1.374 1.485 3.426
H 1.738 -1.592 1.947
H 0.882 -1.677 3.575
H 1.809 -0.132 3.055
H 0.509 -3.080 0.948
H -0.638 -5.004 -0.173
H -3.124 -4.885 -0.859
H -4.435 -2.768 -0.346
H -3.344 -0.742 0.785
Cl -4.529 0.930 1.454
C -5.191 1.326 -0.150
C -6.687 1.540 -0.114
Cl -7.577 0.031 0.216
H -4.918 0.522 -0.835
H -4.695 2.238 -0.480
H -7.031 1.905 -1.083
H -6.969 2.271 0.643
Cl 2.055 4.793 0.599
C 3.235 4.914 1.923
C 4.173 3.730 1.921
Cl 3.344 2.219 2.352
H 2.688 5.001 2.862
H 3.800 5.835 1.773
H 4.966 3.881 2.655
H 4.636 3.590 0.944
Cl -9.340 -2.838 1.014
C -10.002 -2.446 -0.592
C -11.498 -2.234 -0.558
Cl -12.387 -3.742 -0.225
H -9.727 -3.249 -1.275
H -9.507 -1.533 -0.924
H -11.842 -1.871 -1.527
H -11.780 -1.502 0.199
Cl 4.089 4.772 -2.614
C 4.514 3.959 -4.141
C 4.511 2.451 -4.000
Cl 5.838 1.875 -2.965
H 5.489 4.328 -4.462
H 3.774 4.268 -4.880
H 4.648 1.990 -4.980
H 3.570 2.082 -3.578

Forces on the atoms, in the same order (eV/Å):
0.23 0.51 -0.84
0.29 -1.42 -0.74
-1.36 0.35 -2.09
-1.14 2.31 0.09
0.35 0.87 1.97
1.19 -0.99 1.20
1.05 -1.63 0.77
-0.08 -0.29 -1.07
-0.68 -0.51 1.56
0.89 1.66 -0.09
-0.27 -0.41 1.05
-0.06 0.92 -0.48
0.34 0.16 -0.04
-0.60 0.53 -0.12
0.42 -0.51 0.37
0.20 0.19 0.09
-0.18 0.17 -0.47
-1.66 -2.72 -1.68
-1.60 -0.02 -0.40
-1.15 1.14 0.34
1.26 2.41 1.21
1.79 -0.63 0.31
0.80 -1.88 -0.44
-0.21 -0.99 0.30
-0.92 0.05 -0.44
0.72 -0.06 -0.60
-0.61 0.60 -0.79
-0.49 1.11 0.15
-0.08 0.65 0.83
0.47 -0.17 0.89
0.62 -0.47 -1.24
-0.77 -0.73 0.06
0.14 -0.95 -0.25
0.70 0.58 -0.06
-0.01 -1.19 0.23
0.63 -0.87 -0.17
-0.95 -0.30 -0.59
-0.29 0.48 -0.72
0.92 0.12 0.31
-0.26 -0.87 -0.01
-0.33 0.62 0.84
0.45 0.62 -0.60
-0.42 -1.02 -0.03
-1.12 0.37 -0.30
-0.49 1.12 0.22
0.50 0.89 0.54
1.09 0.35 0.39
1.17 -1.26 -0.28
-0.60 0.69 0.14
0.02 0.04 -0.16
0.04 0.21 -0.14
0.03 0.01 0.10
-0.03 -0.01 0.11
-0.07 -0.02 0.04
0.08 -0.06 0.01
0.05 -0.14 0.02
-0.13 0.06 -0.02
0.11 0.08 0.05
0.23 0.11 0.05
0.01 0.53 0.58
0.01 -0.13 -0.08
0.02 -0.08 -0.07
-0.09 0.03 0.02
-0.16 -0.03 0.00
-0.04 -0.05 -0.02
0.00 0.04 -0.15
0.07 0.19 -0.08
-0.04 -0.02 0.03
-0.07 -0.01 0.12
-0.09 -0.01 0.05
0.07 -0.07 0.02
0.06 -0.13 0.02
0.00 0.12 0.11
0.15 -0.25 -0.27
-0.28 0.13 -0.22
0.02 0.04 0.01
-0.04 0.01 0.14
-0.03 -0.10 0.08
0.08 0.11 0.01
0.14 -0.14 0.33

Output
Orbital gap = 4.4 eV
HOMO = -2.50 eV
Charge = -1
E = -5262.2255 Ha
Molar mass = 727.3 g mol⁻¹
Maximum force = 3.605 eV/A

Here are the Mulliken charges for atoms 1 to 5, given in e:
1. C -0.86
2. C 0.84
3. C -0.68
4. C -0.53
5. C -0.67

=====

[3]
The ion C9H12NO with charge +1, computed with ωB97M-V with the def2-TZVPD basis set.

Element x y z (Å)
C -0.680 2.493 0.120
C 0.574 1.946 0.132
C -1.731 1.621 0.122
C 0.766 0.536 0.334
C -1.499 0.258 0.307
C 4.155 -0.972 0.140
C 2.688 -0.944 0.402
C -2.726 -1.224 -1.133
C -2.641 -0.733 0.405
N -0.317 -0.252 0.598
O 2.090 0.125 0.122
H -0.897 3.505 0.000
H 1.446 2.547 0.013
H -2.792 1.799 0.096
H 4.372 -1.809 -0.485
H 4.562 0.085 -0.112
H 4.672 -1.204 1.093
H 2.190 -1.918 0.764
H -3.707 -1.726 -1.347
H -1.987 -1.983 -1.319
H -2.556 -0.369 -1.843
H -2.472 -1.619 0.895
H -3.508 -0.163 0.697

Forces on the atoms, in the same order (eV/Å):
-0.99 -1.34 -0.29
2.11 -2.36 0.31
-0.63 -1.29 0.24
-4.50 2.72 -0.17
-0.26 -1.23 2.42
-0.12 2.51 1.42
0.49 -1.45 -0.14
-1.54 0.77 0.30
0.27 2.18 -4.28
4.08 -0.20 -1.61
0.15 -0.50 1.06
0.21 1.66 -0.04
0.49 0.43 -0.15
-0.04 1.04 -0.31
0.38 -0.38 -0.88
-0.78 -2.05 -0.26
-0.41 -0.18 -0.12
0.16 1.85 -0.40
0.73 0.70 0.16
0.59 -0.15 0.05
-0.37 -0.88 0.60
0.57 -1.46 1.94
-0.60 -0.38 0.16

Output
Orbital gap (spin up / spin down) = 7.5 / 7.5 eV
HOMO (spin up / spin down) = -13.11 / -13.11 eV
Charge = +1
E = -479.7980 Ha
Molar mass = 150.2 g mol⁻¹
Energy above the lowest of the compared OMol25 structures with the same formula, charge and spin = 35.9 kcal per mole
Maximum force = 5.258 eV/A

Here are the Mulliken charges for atoms 1 to 5, given in e:
1. C -0.85
2. C -0.23
3. C -0.28
4. C 0.36
5. C 0.49

=====

- maximum force of number 2 (C28H41Cl8F2Si)?
  3.605 eV/A

=====

- Number 3 is which compound?
  C9H12NO